Entry 1:
The following is a DFT calculation (wB97M-V/def2-TZVPD) of a gas-phase ion, C24H41N2O2 (charge +1).

```
69
Properties=species:S:1:pos:R:3:forces:R:3
C -2.170421 1.726355 -2.070212 0.106 -0.086 0.218
C -2.963570 1.345645 -0.816140 -0.088 0.032 -0.217
C -3.968989 2.467241 -0.549208 0.230 -0.189 0.139
C -3.626896 -0.040367 -0.998549 0.127 -0.212 0.078
C -4.897495 -0.269154 -0.168067 0.124 0.113 0.058
C -4.613250 -0.377718 1.326776 -0.096 -0.331 -0.216
C -3.661973 -1.536407 1.613901 0.170 0.264 0.245
C -3.354266 -1.645336 3.104595 -0.102 -0.113 -0.290
C -2.376998 -1.344955 0.807322 -0.197 -0.206 -0.320
C -2.681870 -1.220046 -0.687665 -0.346 0.077 0.209
O -1.497512 -1.078779 -1.474265 0.048 0.105 -0.067
C -0.650491 -2.194066 -1.596995 0.317 -0.073 0.021
C 0.607024 -1.994360 -0.712562 -0.050 -0.579 -0.160
O 0.823032 -0.603078 -0.554014 0.003 0.130 -0.252
C 1.836782 -2.665610 -1.356465 -0.461 0.073 0.182
N 3.114028 -2.468938 -0.717673 -0.098 0.143 0.092
C 3.276575 -2.761333 0.682460 0.155 -0.161 -0.040
C 3.567097 -1.483156 1.509663 0.118 -0.635 0.255
N 3.096535 -0.287173 0.786415 -0.284 -0.076 0.002
C 3.100414 0.935265 1.631939 -0.126 0.590 0.256
C 2.341198 2.056356 0.973092 0.052 -0.004 0.019
C 0.956554 2.107763 1.087537 0.071 0.042 0.044
C 0.244273 3.133466 0.493134 -0.052 -0.025 -0.007
C 0.908851 4.110502 -0.229542 0.020 0.017 -0.021
C 2.287448 4.064928 -0.348436 0.019 0.038 -0.055
C 3.002114 3.042980 0.252351 -0.032 -0.050 0.080
C 3.864356 -0.102264 -0.464411 0.280 -0.104 -0.745
C 4.030221 -1.470851 -1.179844 0.115 0.081 0.020
H -1.502023 0.930332 -2.379246 0.058 0.030 -0.108
H -1.583295 2.625213 -1.892114 0.041 0.138 -0.031
H -2.856497 1.927526 -2.889730 -0.085 0.038 -0.133
H -2.274110 1.299303 0.033034 0.040 0.010 0.059
H -4.722178 2.497733 -1.332446 -0.126 0.034 -0.101
H -4.466310 2.358922 0.409768 -0.129 0.027 0.088
H -3.450478 3.424248 -0.549687 0.006 0.122 -0.004
H -3.903312 -0.120330 -2.055142 0.000 -0.020 -0.017
H -5.614730 0.526803 -0.357286 -0.063 -0.024 -0.071
H -5.358367 -1.202278 -0.502243 -0.090 -0.007 -0.024
H -4.170783 0.548104 1.697489 0.036 0.105 0.101
H -5.550976 -0.534797 1.861939 -0.008 0.066 0.082
H -4.137945 -2.467664 1.286598 -0.021 0.002 -0.032
H -2.686975 -2.481541 3.303137 0.084 -0.078 0.081
H -2.884351 -0.733042 3.467294 0.065 0.118 0.056
H -4.270453 -1.801323 3.667466 -0.074 -0.014 0.132
H -1.857306 -0.449723 1.157091 0.085 0.059 0.049
H -1.720822 -2.203557 0.973355 0.079 -0.001 0.023
H -3.189702 -2.143109 -1.007905 0.061 0.077 -0.004
H -1.159452 -3.127570 -1.344683 -0.005 0.011 0.002
H -0.344963 -2.233794 -2.648341 -0.019 -0.057 0.080
H 0.427369 -2.427865 0.284045 0.022 0.031 -0.137
H -0.028643 -0.179964 -0.794751 0.120 0.047 0.145
H 1.932479 -2.303998 -2.381016 -0.060 -0.037 -0.042
H 1.630455 -3.741582 -1.396486 -0.091 0.017 -0.110
H 4.118491 -3.453564 0.815020 -0.093 0.053 0.157
H 2.381577 -3.262246 1.049526 0.024 0.026 0.058
H 4.639707 -1.370236 1.682610 -0.077 0.109 0.001
H 3.068366 -1.538585 2.478082 0.044 0.138 -0.053
H 2.108090 -0.436960 0.453676 0.193 0.146 0.130
H 2.628944 0.685064 2.585444 0.083 -0.111 -0.102
H 4.137224 1.223717 1.821702 -0.055 -0.152 -0.021
H 0.437622 1.354191 1.662737 -0.089 -0.100 0.087
H -0.827731 3.178977 0.603435 -0.137 -0.006 0.009
H 0.354227 4.912843 -0.690344 -0.060 0.084 -0.045
H 2.809097 4.829375 -0.902489 0.049 0.084 -0.052
H 4.079173 3.023901 0.172216 0.142 -0.006 -0.003
H 3.315227 0.604277 -1.087254 0.013 -0.032 0.149
H 4.842001 0.319763 -0.224608 -0.083 0.063 0.119
H 5.042629 -1.848571 -0.998168 0.024 0.113 -0.077
H 3.916500 -1.337991 -2.254613 0.067 0.035 0.031
```
Positions in Å, forces in eV/Å.

The charge is +1. The SMILES is CC(C)[C@@H]1CC[C@H](C)C[C@@H]1OC[C@H](O)CN1CC[NH+](Cc2ccccc2)CC1. For the gap between HOMO and LUMO, the calculation gives 9.53 eV. The value obtained for the maximum force is 0.016 hartree/bohr.

Entry 2:
The following is a DFT calculation (wB97M-V/def2-TZVPD) of a molecular structure, C24H42BiO2P2.

```
71
Properties=species:S:1:pos:R:3:forces:R:3
Bi -0.281377 0.329474 -1.417408 -0.091 1.612 2.410
C -0.836583 -2.505818 3.745920 -0.521 2.057 1.832
C 0.471648 -2.883996 3.336045 1.022 0.878 0.679
C 0.675387 -1.106168 4.763470 1.794 -1.157 -1.051
C -0.707967 -1.417769 4.646224 -1.329 -2.162 -1.992
C 1.409515 -2.022395 3.962674 -1.141 0.723 0.533
C -2.102481 -3.123847 3.288319 -0.278 -0.192 -0.002
H -2.034359 -3.389756 2.221669 -0.189 0.010 0.247
H -2.927404 -2.412358 3.424053 0.064 -0.331 -0.122
H -2.327961 -4.041861 3.857758 -0.099 0.204 -0.286
C -1.802456 -0.646984 5.265311 -0.328 0.079 0.133
H -2.737937 -1.205039 5.185010 0.000 0.187 0.155
H -1.938106 0.321721 4.763702 0.039 -0.074 0.127
H -1.595960 -0.453533 6.323742 -0.145 0.035 -0.100
C 1.218545 0.026170 5.528557 0.357 0.327 0.260
H 0.774873 0.095792 6.532153 0.091 0.026 -0.233
H 1.026396 0.972514 5.000496 -0.067 -0.162 0.106
H 2.301837 -0.076881 5.634420 -0.134 0.116 0.116
C 2.873089 -2.019769 3.749727 0.348 -0.109 0.088
H 3.362642 -2.757644 4.406028 0.148 0.240 -0.268
H 3.276149 -1.021153 3.970626 0.101 -0.368 -0.152
H 3.100601 -2.278189 2.704669 0.175 0.109 0.273
C 0.808055 -3.971991 2.410320 0.024 -0.296 -0.405
H 1.064943 -4.893140 2.935818 0.027 -0.085 0.088
H 1.661125 -3.714498 1.788015 0.210 0.017 -0.046
H -0.019588 -4.204089 1.746150 -0.169 -0.100 -0.073
C -1.091373 1.670214 -3.230613 -1.044 -1.165 1.835
C -1.945116 0.434263 -3.419354 -3.918 0.357 -2.091
C -1.304579 -0.639214 -4.325748 -0.559 0.634 0.203
C 0.236922 -0.734843 -4.280261 0.981 -0.339 -0.345
C 1.044374 -0.064048 -3.160420 1.403 0.143 1.003
C 1.803634 1.301477 -3.348248 1.548 0.092 -1.672
C 1.150936 2.342378 -4.272244 0.236 0.375 -0.855
C -0.370168 2.200515 -4.458719 -0.255 0.150 -0.897
H -1.586345 -0.315341 -5.320471 -0.014 -0.255 -0.293
H 0.636846 -0.378494 -5.243288 -0.167 -0.076 0.216
H -1.811621 -1.594069 -4.161793 0.362 -0.031 -0.066
H -0.595403 1.620420 -5.382888 0.271 -0.095 0.804
H -1.636925 2.453516 -2.682063 0.026 -0.343 -0.371
H -2.926755 0.785439 -3.808885 0.551 -0.331 -1.463
H -0.775407 3.188334 -4.779332 0.218 -0.457 0.623
H 1.356040 3.373188 -3.926395 -0.079 -0.365 0.112
H 2.784779 0.995725 -3.787839 -0.502 0.350 0.044
H 1.689347 2.310089 -5.230988 -0.449 -0.039 0.053
H 0.525924 -1.797855 -4.247131 -0.185 0.334 -0.023
H 1.691174 -0.775567 -2.604992 0.092 0.333 -1.136
P -2.884519 -0.247628 -1.906403 2.053 1.248 0.359
C -3.718102 1.149372 -1.071922 -0.957 0.095 0.116
C -3.116446 -2.020331 -1.601343 -0.722 -0.579 0.161
P 2.287174 2.263671 -1.828762 -2.266 -2.460 1.958
C 0.625042 2.404879 -1.183682 0.370 1.494 0.116
C 3.254809 1.041945 -0.947230 0.283 0.306 0.436
C 3.175820 3.757050 -1.407253 1.368 1.147 -1.063
H -3.007720 1.775373 -0.531417 0.318 -0.304 -0.065
H -4.433749 0.824824 -0.312180 0.173 -0.359 -0.069
H -4.303016 1.786184 -1.749367 0.224 -0.410 -0.289
H -2.400274 -2.674407 -2.122382 -0.063 0.635 -0.008
H -4.123241 -2.326834 -1.907432 0.167 0.042 -0.032
H -3.029934 -2.248051 -0.533824 0.096 0.302 -0.053
H 3.282717 4.469175 -2.232239 -0.227 0.058 0.183
H 4.202028 3.536320 -1.077355 -0.300 -0.221 -0.273
H 2.684797 4.242557 -0.555815 -0.303 -0.280 -0.349
H 0.547122 2.667434 -0.127228 0.279 0.146 -0.112
H 0.068377 3.179721 -1.828195 0.832 -1.264 1.208
H 3.538918 1.537287 -0.002816 0.211 -0.591 -0.287
H 4.130222 0.852902 -1.606899 -0.329 -0.068 0.693
H 2.706781 0.120704 -0.719838 0.216 0.182 -0.142
O 0.160766 0.791947 2.326059 -1.353 1.347 -0.728
C -0.761092 1.471000 1.826870 1.069 -0.604 -0.022
O -1.391156 1.203137 0.731310 0.161 0.101 0.143
H -1.084214 2.466847 2.267546 0.275 -0.818 0.123
```
Positions in Å, forces in eV/Å.

The charge is +1. For the gap between HOMO and LUMO (alpha / beta), the calculation gives 3.39 / 5.22 eV. The value obtained for the maximum force is 0.087 hartree/bohr.

Entry 3:
The following is a DFT calculation (wB97M-V/def2-TZVPD) of a molecular structure, C24H42Br2CeF4N4PS.

```
79
Properties=species:S:1:pos:R:3:forces:R:3
Ce 0.071386 0.116038 -0.007963 0.544 -1.519 -0.793
C 3.277686 -1.490662 -2.307563 -0.006 0.075 -0.094
N 2.467286 -2.542562 -1.715663 -0.155 0.108 -0.313
C 3.176886 -3.814162 -1.697763 -0.024 0.044 0.136
C 1.090186 -2.691162 -2.219263 -0.179 0.193 -0.063
C 0.564386 -1.572962 -3.122963 0.038 -0.251 0.333
N 0.082186 -0.399162 -2.374063 0.602 -0.183 1.137
C -0.713014 0.421638 -3.113363 -1.056 1.036 -0.701
C -1.701714 1.200238 -2.478363 0.323 -0.160 -0.409
F -1.801314 1.045538 -1.072763 -0.327 0.224 -0.692
C -2.555714 2.085338 -3.103763 -0.021 0.021 0.180
F -3.407514 2.791338 -2.350063 0.052 -0.108 -0.042
C -2.520714 2.234538 -4.473963 0.320 -0.271 0.183
C -1.579714 1.478938 -5.163763 -0.232 0.181 0.138
F -1.489814 1.619938 -6.482563 0.070 -0.137 0.214
C -0.708814 0.611438 -4.522763 0.292 -0.146 0.282
F 0.211986 -0.017762 -5.277863 -0.193 0.194 0.076
H 3.459686 -1.656662 -3.372063 0.082 0.123 -0.058
H 4.238086 -1.474662 -1.791963 0.001 0.049 -0.035
H 2.791586 -0.519362 -2.160663 0.104 -0.089 -0.184
H 3.321086 -4.216762 -2.703163 -0.003 -0.048 -0.066
H 2.616186 -4.528562 -1.097563 -0.034 -0.132 -0.015
H 4.150086 -3.670462 -1.233363 0.075 -0.056 0.018
H 0.420686 -2.786762 -1.341563 0.047 -0.145 -0.265
H 1.018986 -3.622862 -2.791263 -0.009 0.043 0.045
H -0.290214 -1.983262 -3.680863 0.226 -0.016 0.047
H 1.334386 -1.314062 -3.856563 -0.209 -0.049 0.122
H -3.177314 2.915438 -4.984663 -0.107 0.116 -0.087
Br 2.394586 -1.940062 0.624137 0.319 0.158 1.152
C 2.438986 -1.537662 2.595737 0.045 0.007 -0.628
Br 0.672786 -0.932562 3.120637 0.132 0.000 0.183
H 3.158186 -0.742262 2.776437 -0.173 -0.012 -0.009
H 2.708786 -2.437962 3.143337 -0.225 0.066 -0.086
C -2.262314 4.336638 2.214537 0.053 -0.176 0.182
C -1.815914 2.877938 2.250637 0.249 -0.231 -0.250
C -2.790414 1.987838 1.480337 0.085 0.072 0.166
P -0.041814 2.551938 1.701937 -0.196 1.506 0.948
C 0.951686 2.877438 3.265137 -0.018 -0.225 -0.205
C 2.330586 2.204738 3.162737 0.007 0.120 -0.128
C 0.259386 2.463638 4.567137 0.012 0.193 -0.103
C 0.418986 4.014338 0.628237 0.038 -0.338 0.010
C 1.926986 4.233538 0.527537 -0.076 -0.092 0.102
C -0.180914 3.793638 -0.759963 -0.016 -0.005 0.164
H -3.262814 4.391938 2.636637 -0.127 0.061 0.063
H -2.323914 4.728738 1.202437 0.061 0.026 -0.119
H -1.622514 4.982838 2.812337 0.064 0.068 0.000
H -1.829314 2.538738 3.291337 0.085 0.028 -0.131
H -2.964114 2.356538 0.472437 0.053 -0.088 -0.097
H -3.752514 1.995638 1.984637 -0.148 -0.128 0.057
H -2.439214 0.942438 1.456337 -0.221 0.098 -0.054
H 1.085086 3.964538 3.283437 -0.026 -0.094 -0.065
H 2.331686 1.266038 3.712337 -0.017 -0.063 -0.044
H 3.092786 2.834338 3.616837 0.095 0.031 -0.029
H 2.624286 2.010838 2.124937 0.133 0.019 0.110
H -0.208714 1.482838 4.497737 -0.027 -0.049 0.031
H -0.486714 3.189938 4.877437 -0.131 -0.011 0.013
H 1.001186 2.413838 5.362037 0.067 0.012 0.059
H -0.021814 4.903538 1.087437 -0.046 -0.109 -0.021
H 2.434386 3.368738 0.085937 0.026 0.055 0.004
H 2.374886 4.443938 1.496437 0.081 -0.032 -0.004
H 2.118886 5.095538 -0.109663 0.034 -0.002 -0.080
H 0.308186 2.937338 -1.263663 -0.131 0.220 0.004
H -0.024514 4.673138 -1.382463 0.082 -0.033 -0.128
H -1.255814 3.623138 -0.710563 -0.072 -0.100 -0.094
C -2.554214 -4.501362 -1.099463 -0.319 0.265 -0.475
N -1.750514 -4.534762 0.091537 0.172 0.423 0.542
C -1.233914 -5.775762 0.649937 0.209 -0.445 0.114
C -0.519814 -5.307862 1.930437 0.179 -0.342 0.163
N -0.531314 -3.852862 1.794837 -0.363 -0.030 -0.086
C -1.358114 -3.482962 0.789937 0.544 -0.535 0.267
S -1.829314 -1.891762 0.468937 -0.613 0.513 -0.224
H -2.818214 -5.519762 -1.370463 -0.002 0.013 -0.005
H -2.002514 -4.036762 -1.920263 -0.066 -0.072 -0.011
H -3.464114 -3.926062 -0.921963 0.040 -0.076 -0.061
H -0.547914 -6.246562 -0.061563 -0.080 0.046 0.079
H -2.052514 -6.470762 0.854437 0.105 0.078 -0.057
H 0.508886 -5.666762 1.995337 -0.154 -0.068 -0.026
H -1.052514 -5.612462 2.834937 0.029 0.004 -0.116
H -0.489814 -3.287862 2.628637 0.029 0.175 -0.170
```
Positions in Å, forces in eV/Å.

The charge is +2. As for the expectation value of S²: 0.75. For the gap between HOMO and LUMO (alpha / beta), the calculation gives 7.20 / 7.26 eV. As for the spin multiplicity: 2. The value obtained for the maximum force is 0.035 hartree/bohr.